No. 1
Molecular formula: C8H15O4P
Method: DFT, the ωB97M-V functional and the def2-TZVPD basis

```
! wB97M-V def2-TZVPD RIJCOSX def2/J DEFGRID3
* xyz -2 1
C 0.165 -0.380 0.677
C -0.443 0.688 0.116
C -0.614 3.187 0.382
C 2.653 -1.621 -0.467
C 0.265 -1.687 -0.098
C -0.745 1.827 0.986
C 1.673 -2.459 0.158
C -3.747 0.314 -1.553
O -5.045 -0.866 0.429
O -3.333 0.797 1.123
O -2.576 -1.416 0.001
O -2.926 0.970 -2.116
P -3.664 -0.339 0.194
H 0.427 -0.443 1.709
H 0.411 3.515 0.234
H -1.073 3.990 1.004
H -1.044 3.181 -0.651
H 3.598 -2.063 -0.475
H 2.356 -1.431 -1.577
H 2.718 -0.581 -0.109
H -0.624 -2.468 0.222
H 0.095 -1.464 -1.178
H -0.393 1.727 2.058
H -1.898 1.618 1.154
H 1.660 -2.752 1.252
H 1.500 -3.411 -0.309
H -4.370 -0.189 -2.264
H -0.754 0.684 -0.890
*
```

Computed properties:
frontier orbital gap = 5.3178 eV
LUMO = 0.2046 Ha

Atomic partial charges in e from the natural (NBO) method, atoms 1 to 2: C -0.2596; C -0.1065



No. 2
Molecular formula: C8H15PS
Method: DFT, the ωB97M-V functional and the def2-TZVPD basis

```
! wB97M-V def2-TZVPD RIJCOSX def2/J DEFGRID3
* xyz 0 3
C 1.600 -0.745 0.031
C 0.456 -1.204 -0.512
C 2.343 0.536 -0.146
C -0.015 -2.632 -0.313
C 2.754 1.158 1.163
C 2.360 1.083 -1.383
C -2.949 0.010 1.122
C -2.870 0.834 -0.241
P -1.097 1.351 -0.529
S -0.498 -0.314 -1.739
H 2.172 -1.251 0.810
H 0.138 -2.720 0.762
H 0.572 -3.183 -1.074
H -1.036 -2.602 -0.525
H 2.720 2.159 1.073
H 3.710 0.690 1.472
H 2.188 0.876 2.049
H 2.758 1.977 -1.754
H -1.399 2.171 -1.600
H 2.079 0.515 -2.178
H -3.326 0.615 2.009
H -3.654 -0.755 1.134
H -2.081 -0.427 1.568
H -3.567 1.774 -0.308
H -3.359 0.082 -0.891
*
```

Computed properties:
frontier orbital gap (alpha / beta) = 5.7355 / 6.8158 eV
LUMO (alpha / beta) = 0.0292 / -0.0755 Ha
<S²> = 2.02

Atomic partial charges in e from the natural (NBO) method, atoms 1 to 2: C -0.2397; C -0.1483



No. 3
Molecular formula: C8H16
Method: DFT, the ωB97M-V functional and the def2-TZVPD basis

```
! wB97M-V def2-TZVPD RIJCOSX def2/J DEFGRID3
* xyz -1 2
C -3.085 0.078 -1.499
C -1.750 0.765 -1.404
C -1.169 1.095 -0.023
C -0.870 -0.163 0.832
C 0.124 -1.228 0.262
C 1.495 -0.655 0.127
C 2.351 -0.486 1.169
C 3.781 -0.042 1.008
H -3.450 -0.167 -2.522
H -3.118 -0.917 -1.048
H -3.809 0.832 -1.183
H -1.734 1.700 -1.975
H -0.888 0.231 -1.851
H -1.786 1.855 0.492
H -0.131 1.454 -0.091
H -1.689 -0.762 1.235
H -0.342 0.301 1.678
H -0.312 -1.569 -0.671
H 0.070 -1.965 1.067
H 1.868 -0.027 -0.670
H 2.028 -0.526 2.206
H 4.029 -0.111 -0.057
H 3.974 0.996 1.313
H 4.412 -0.692 1.602
*
```

Computed properties:
frontier orbital gap (alpha / beta) = 2.1621 / 9.0780 eV
LUMO (alpha / beta) = 0.1342 / 0.1293 Ha
<S²> = 0.75

Atomic partial charges in e from the natural (NBO) method, atoms 1 to 2: C -0.9558; C -0.4919



No. 4
Molecular formula: C8H16
Method: DFT, the ωB97M-V functional and the def2-TZVPD basis

```
! wB97M-V def2-TZVPD RIJCOSX def2/J DEFGRID3
* xyz 0 1
C -1.408 0.066 -2.009
C -1.488 -1.215 -1.238
C -1.762 -1.246 0.060
C -1.220 -2.478 -2.008
H -0.471 0.122 -2.566
H -1.472 0.930 -1.352
H -2.218 0.122 -2.740
H -1.895 -2.184 0.583
H -1.869 -0.325 0.615
H -1.374 -3.340 -1.362
H -0.171 -2.487 -2.310
H -1.837 -2.539 -2.905
C 1.836 0.040 0.384
C 0.865 0.738 1.335
C 1.591 1.669 2.271
C 1.333 2.957 2.399
H 2.628 -0.471 0.928
H 1.334 -0.702 -0.239
H 2.291 0.797 -0.262
H 0.339 0.020 1.966
H 0.134 1.301 0.748
H 2.439 1.212 2.775
H 1.866 3.595 3.088
H 0.528 3.420 1.841
*
```

Computed properties:
frontier orbital gap = 10.3179 eV
LUMO = 0.0366 Ha
SMILES = C=C(C)C.C=CCC

Atomic partial charges in e from the natural (NBO) method, atoms 1 to 2: C -0.6450; C 0.0342



No. 5
Molecular formula: C8H16
Method: DFT, the ωB97M-V functional and the def2-TZVPD basis

```
! wB97M-V def2-TZVPD RIJCOSX def2/J DEFGRID3
* xyz 0 1
C 2.981 0.318 1.339
C 2.733 0.381 -0.079
C 1.315 0.792 -0.540
C 0.055 0.385 0.512
C -1.507 -0.595 -1.273
C -1.327 -0.043 -0.013
C -2.258 -0.001 1.094
C -2.806 -1.212 -1.815
H 3.871 -0.224 1.548
H 2.192 -0.094 1.993
H 3.349 1.262 1.705
H 3.451 1.107 -0.534
H 3.051 -0.492 -0.616
H 1.309 1.923 -0.716
H 1.059 0.415 -1.449
H 0.593 -0.414 0.994
H -0.086 1.200 1.268
H -0.785 -0.562 -2.045
H -2.522 -1.164 1.350
H -3.310 0.382 1.119
H -1.881 0.473 2.073
H -2.781 -1.779 -2.777
H -3.321 -1.825 -1.018
H -3.375 -0.233 -2.120
*
```

Computed properties:
frontier orbital gap = 9.4034 eV
LUMO = 0.0374 Ha
SMILES = C/C=C(\C)CCCC

Atomic partial charges in e from the natural (NBO) method, atoms 1 to 2: C -0.6202; C -0.4171



No. 6
Molecular formula: C8H16AsClCoF6N2O3
Method: DFT, the ωB97M-V functional and the def2-TZVPD basis

```
! wB97M-V def2-TZVPD RIJCOSX def2/J DEFGRID3
* xyz 2 6
Co 0.194 -0.407 -0.455
C -2.742 2.990 -1.910
N -1.870 3.233 -0.793
C -1.853 4.587 -0.315
C -1.146 2.241 -0.286
O -1.185 1.089 -0.777
C -0.233 2.473 0.921
O 0.386 1.241 1.244
C 0.246 0.701 2.546
C -0.312 -0.714 2.422
O -0.625 -1.135 1.285
N -0.465 -1.464 3.510
C -1.015 -2.787 3.403
C -0.144 -0.998 4.832
H -3.774 3.217 -1.629
H -2.682 1.950 -2.226
H -2.485 3.645 -2.747
H -2.872 4.911 -0.088
H -1.486 5.256 -1.102
H -1.234 4.724 0.566
H -0.788 2.877 1.776
H 0.562 3.176 0.632
H -0.409 1.314 3.176
H 1.250 0.660 2.995
H -1.313 -2.997 2.379
H -1.876 -2.893 4.068
H -0.276 -3.534 3.723
H 0.887 -0.650 4.904
H -0.272 -1.814 5.540
H -0.803 -0.181 5.139
F 1.675 0.826 -1.233
As 3.433 0.144 -0.454
F 4.297 1.270 -1.338
F 3.258 -1.043 -1.667
F 4.582 -0.675 0.453
F 1.986 -0.939 0.466
F 3.038 1.285 0.815
Cl -0.197 -1.835 -1.878
*
```

Computed properties:
frontier orbital gap (alpha / beta) = 8.8326 / 3.6132 eV
LUMO (alpha / beta) = -0.2754 / -0.4656 Ha
<S²> = 8.79

Atomic partial charges in e from the natural (NBO) method, atoms 1 to 2: Co 1.7038; C -0.4324



Computed molecular weight (g/mol) in order:
206.18, 174.25, 112.22, 112.22, 112.22, 471.52
Computed F_max (hartree/bohr) in order:
0.0979, 0.1661, 0.0465, 0.0141, 0.1082, 0.0867